{"formula": "C26H23AsBiBrN8O10S3", "method": "ωB97M-V/def2-TZVPD", "elements": ["C", "N", "H", "O", "C", "N", "H", "O", "H", "H", "H", "H", "C", "H", "H", "O", "C", "H", "C", "C", "C", "O", "H", "H", "N", "C", "As", "C", "Bi", "H", "H", "H", "C", "Br", "C", "C", "H", "C", "O", "C", "O", "O", "H", "N", "C", "C", "C", "C", "C", "N", "C", "S", "C", "H", "C", "O", "S", "C", "H", "H", "H", "N", "O", "N", "H", "N", "S", "C", "C", "H", "C", "O", "H"], "positions_angstrom": [[-1.94126, -0.03361, 3.02932], [-1.65797, -0.03378, 1.74586], [4.44132, 0.92696, 6.01992], [1.68278, 0.84991, 1.61592], [3.90937, -0.85707, 4.24225], [-6.04144, 3.22125, -2.23272], [-4.03415, 2.41391, -3.76377], [2.18501, -3.97299, 1.61964], [-2.78600, 0.30241, -3.51607], [2.87660, 1.21336, 6.54306], [4.14374, 3.37250, 2.43672], [-5.44221, 3.94309, -2.61212], [4.61732, -0.42533, -1.52386], [-3.24474, -0.72900, 4.60969], [1.51904, 6.44849, 3.90471], [3.78003, 1.65291, 0.62023], [2.96799, 5.00387, 3.25194], [3.77912, 5.44741, 3.81761], [1.18254, -1.17944, 3.92588], [-2.43672, -0.77054, 0.92336], [2.50203, -1.43341, -0.17324], [-3.60977, -2.84102, -0.96070], [-4.80070, -1.76680, 2.89017], [4.97555, -0.72618, 4.37297], [-3.59684, -1.31800, 1.32426], [2.15284, 3.34783, 1.72906], [-0.70570, 3.38850, 0.73300], [-4.01664, -0.40393, -1.92214], [0.05139, 0.22903, -0.44635], [-6.44303, 3.50281, -1.34839], [5.46687, -0.03779, -2.06335], [-0.33171, 5.44173, 2.54874], [3.31614, -0.15163, -1.90666], [-0.13340, 0.75102, -2.81553], [-4.34279, 1.68767, -3.02624], [2.06076, -1.77980, 3.04894], [-2.01615, 2.15646, 2.06019], [4.74743, -1.20400, -0.38093], [-1.71870, 3.05971, 2.19685], [1.70109, 5.57320, 3.29350], [1.63213, 2.10489, -0.45503], [-0.00633, -2.99112, 2.05155], [-6.63318, 1.24494, -0.57168], [-2.03198, -0.87564, -0.33081], [3.42319, -1.63749, 3.20997], [-3.03000, -0.71225, 3.55327], [0.90455, 3.91506, 1.74764], [-3.85979, -1.30068, 2.60777], [-3.64659, 0.50280, -2.89833], [1.40236, -1.89383, 0.37054], [-5.79951, 1.02659, -1.22764], [-2.88283, -1.70288, -1.45915], [-5.38841, 1.98743, -2.15359], [-1.27867, 0.56278, 3.65235], [1.66244, -0.40106, 4.96077], [-1.09808, 2.11659, -0.22836], [2.36074, 1.84119, 0.79849], [3.03420, -0.22099, 5.11977], [-5.35769, -0.89718, -0.35719], [5.72844, -1.43886, 0.02593], [0.98074, 0.08309, 5.64810], [2.28443, -0.63667, -1.25229], [-1.97937, -1.96493, -2.54283], [3.73720, -1.71314, 0.28184], [3.06962, 0.46112, -2.76726], [3.53131, 0.52609, 6.19702], [1.38154, -2.76803, 1.71707], [0.67088, 5.02830, 2.54624], [-5.10659, -0.16274, -1.10698], [0.12822, -1.34693, 3.77546], [3.18736, 3.87270, 2.48287], [-1.29687, 4.78926, 0.16158], [4.07241, -2.13338, 2.50733]], "lowdin_charge": [-0.169, 0.059, 0.074, -0.372, -0.034, 0.076, 0.108, -0.334, 0.050, 0.076, 0.105, 0.084, -0.079, 0.085, 0.093, -0.296, -0.096, 0.092, -0.075, -0.503, -0.549, -0.310, 0.103, 0.101, 0.125, -0.265, 0.866, -0.281, 1.527, 0.080, 0.085, 0.101, -0.161, 0.185, -0.027, -0.282, -0.026, -0.151, -0.268, -0.093, -0.492, -0.335, 0.101, -0.235, -0.066, -0.060, -0.223, -0.138, -0.089, -0.173, -0.037, 0.586, -0.329, 0.116, -0.035, -0.637, 0.412, -0.334, 0.096, 0.103, 0.103, -0.043, -0.353, 0.129, 0.101, 0.073, 0.595, -0.091, -0.075, 0.084, -0.063, -0.484, 0.093], "e_lumo_ev": 4.18, "total_charge": -2, "homo_lumo_gap_ha": 0.2680, "homo_energy_ev": -3.1, "total_energy_ev": -228961.860, "fmax_ha_per_bohr": 0.070, "e_above_lowest_kcal_mol": 57.0}

{"formula": "C26H23AsBrFeNO10S2", "method": "ωB97M-V/def2-TZVPD", "elements": ["O", "H", "C", "C", "C", "C", "H", "C", "H", "C", "C", "C", "C", "O", "Fe", "H", "C", "H", "C", "C", "H", "H", "H", "C", "C", "H", "H", "S", "S", "C", "H", "H", "O", "H", "C", "C", "H", "O", "H", "O", "H", "C", "O", "O", "H", "O", "C", "As", "H", "C", "C", "N", "H", "H", "C", "H", "Br", "C", "H", "C", "H", "O", "O", "C", "C"], "positions_angstrom": [[0.22998, 1.14356, 2.19289], [2.91782, -4.16827, -2.31463], [-2.26682, 1.71557, -0.69906], [3.95692, -3.83628, -2.31521], [4.32031, -0.26664, -1.11582], [4.31574, -1.37201, -1.94577], [-3.87432, -0.06851, -3.92271], [-5.03677, 2.53395, 2.34079], [-4.30888, -0.02054, 4.42884], [4.05301, -0.43640, 0.22667], [-2.30582, 0.84452, 0.37561], [-1.85504, -0.15272, -3.21439], [0.36572, 2.38264, 2.41411], [-1.31690, -3.85704, 0.24635], [-0.51556, -0.25851, 0.83939], [-1.50834, 1.57938, -1.45852], [-3.17550, 2.76706, -0.85095], [3.51906, -1.75387, 1.80482], [3.74012, -2.77199, -0.08196], [-3.26635, 1.12662, 1.38439], [3.45897, -3.74362, 0.29724], [-0.82286, -4.32644, 0.92181], [-3.14056, 3.37168, -1.75065], [-4.26571, 0.61593, 3.55759], [-1.32602, -1.98280, -1.74811], [2.01044, 1.38960, 0.38867], [2.32902, 2.02362, 3.28546], [0.71065, -0.28958, -2.13575], [4.05514, 0.98504, 1.27618], [-3.55232, -1.73446, -2.60971], [-1.51006, 0.71618, -3.75477], [4.57687, -4.64131, -1.91806], [3.87633, 0.57983, 2.65325], [3.52660, 3.55195, 1.65707], [-5.08858, 1.74310, 3.45615], [4.02665, -2.63169, -1.43562], [4.25781, -3.60132, -3.33350], [0.62035, -2.08984, 0.61134], [-5.65984, 3.41449, 2.25760], [1.45408, -1.53546, -2.03686], [-4.58200, -2.06656, -2.65319], [-3.39018, 0.33711, 2.53936], [-0.51797, 3.23027, 2.36892], [1.09589, 0.52611, -3.27206], [-2.90808, -3.34869, -1.33378], [0.68307, 0.49259, -0.89089], [-0.96528, -0.83350, -2.41089], [0.02394, -2.90947, -0.68098], [4.48917, -1.24580, -3.00563], [2.54780, 3.10252, 1.44378], [-4.15438, 2.24105, 1.28172], [2.83229, 1.92238, 0.65976], [-5.75511, 1.98493, 4.27328], [1.79648, 3.73088, 3.36408], [3.75206, -1.67493, 0.75504], [-4.79608, 3.86420, 0.02677], [-2.15164, -1.17481, 2.72718], [-2.63269, -2.44264, -1.85322], [1.95464, 3.78906, 0.82775], [-4.10771, 3.03132, 0.12192], [4.51468, 0.72805, -1.48441], [0.82298, -4.19025, -1.28835], [5.27557, 1.74145, 1.06096], [-3.16232, -0.60272, -3.30946], [1.80960, 2.82201, 2.75816]], "nbo_charge": [-0.883, 0.286, -0.247, -0.654, -0.170, -0.207, 0.200, -0.205, 0.212, -0.371, -0.441, -0.213, 0.788, -1.086, 1.493, 0.201, -0.191, 0.239, -0.162, -0.167, 0.211, 0.467, 0.188, -0.285, -0.429, 0.435, 0.241, 2.425, 2.298, -0.216, 0.232, 0.196, -0.966, 0.201, -0.234, 0.034, 0.193, -1.248, 0.189, -0.985, 0.200, 0.033, -0.712, -0.994, 0.249, -1.056, -0.238, 2.444, 0.203, -0.220, 0.032, -0.866, 0.195, 0.197, -0.160, 0.186, 0.052, -0.177, 0.208, -0.257, 0.230, -1.184, -0.987, -0.211, -0.536], "multiplicity": 5, "e_lumo_ev": [4.49, 4.48], "total_charge": -2, "homo_lumo_gap_ha": [0.2656, 0.2714], "homo_energy_ev": [-2.7, -2.9], "total_energy_ev": -236242.577, "fmax_ha_per_bohr": 0.064, "e_above_lowest_kcal_mol": 20.9}